Run i
Computed, not measured: a cluster of 3 separate species, CH2NO2S in total, with ωB97M-V/def2-TZVPD.

Last column: natural (NBO) charge in e.
Element x y z (Å)
C1 -2.437 1.516 -0.962  1.048
N1 2.661 -2.227 1.383  -0.607
O1 -2.839 1.440 0.103  -0.569
O2 -2.250 1.442 -2.085  -0.568
S1 -0.192 2.876 -0.500  -0.911
H1 3.291 -2.403 0.656  0.300
H2 1.766 -2.644 1.405  0.306

Calculated values
gap between HOMO and LUMO (spin up / spin down)	4.6 / 6.2	eV
highest occupied orbital energy (spin up / spin down)	-3.06 / -2.62	eV
total charge	-1
LUMO level (spin up / spin down)	1.6 / 3.6	eV

Run ii
Computed, not measured: a cluster of 2 separate species, CH2NO2S in total, with ωB97M-V/def2-TZVPD.

Last column: natural (NBO) charge in e.
Element x y z (Å)
C1 -1.745 0.253 0.017  -0.526
N1 0.214 1.031 0.240  -0.929
O1 2.523 0.737 -0.590  -0.957
O2 1.287 -1.351 -0.233  -0.929
S1 1.256 0.077 -0.263  2.158
H1 -1.440 -0.812 -0.238  0.094
H2 -2.095 0.065 1.067  0.088

Calculated values
gap between HOMO and LUMO	7.5	eV
highest occupied orbital energy	-3.50	eV
total charge	-1
LUMO level	4.0	eV

In terms of stability, run i leads; the second structure lies 0.0836 hartree higher.